No. 1
A molecular structure, CH2IO3S in a non-equilibrium geometry. Source: the OMol25 dataset; level of theory: wB97M-V/def2-TZVPD.

Each line ends with the natural charge from an NBO analysis.
CARTESIAN COORDINATES (ANGSTROEM)
1 C -0.13363 0.89478 -0.06242  -0.754
2 O 0.45146 -1.27688 -1.21933  -1.022
3 O 0.49046 -1.34688 1.22005  -1.029
4 O -1.66218 -1.10777 0.07959  -1.018
5 S -0.23733 -0.93651 -0.00439  2.397
6 I 2.00828 1.15464 0.01255  0.005
7 H -0.46246 1.21918 -0.92777  0.191
8 H -0.45461 1.39944 0.90172  0.229

Total charge: -1
Frontier orbital gap: 8.116 eV
E: -26149.2279 eV

No. 2
A molecular structure, CH2IPS in a non-equilibrium geometry. Source: the OMol25 dataset; level of theory: wB97M-V/def2-TZVPD.

Each line ends with the natural charge from an NBO analysis.
CARTESIAN COORDINATES (ANGSTROEM)
1 C -0.83181 -1.17317 -1.12354  -0.538
2 P 1.71775 1.29631 2.21873  0.326
3 S 0.35882 2.49982 1.45843  -0.329
4 I 0.55172 -1.05798 0.42158  0.166
5 H -1.54227 -0.37772 -0.89742  0.185
6 H -0.25421 -1.18726 -2.07777  0.190

Total charge: 0
Frontier orbital gap (alpha / beta): 6.971 / 5.894 eV
E: -29290.5273 eV

No. 3
A molecular structure, CH2InLiO in a non-equilibrium geometry. Source: the OMol25 dataset; level of theory: wB97M-V/def2-TZVPD.

Each line ends with the natural charge from an NBO analysis.
CARTESIAN COORDINATES (ANGSTROEM)
1 H 0.41531 -0.41638 0.16423  -0.657
2 O -0.95740 1.28326 -1.57117  -0.195
3 C -1.15921 0.55344 -0.69756  0.695
4 Li 1.81552 0.07884 1.43083  0.944
5 In 1.68734 -1.76750 0.56383  0.924
6 H -1.80155 0.26833 0.10983  0.289

Total charge: +2
Frontier orbital gap: 8.211 eV
E: -8472.8587 eV

No. 4
A molecular structure, CH2LiORh in a non-equilibrium geometry. Source: the OMol25 dataset; level of theory: wB97M-V/def2-TZVPD.

Each line ends with the natural charge from an NBO analysis.
CARTESIAN COORDINATES (ANGSTROEM)
1 H -0.20007 -0.95634 -1.00513  0.138
2 O -0.16775 0.21511 0.88380  -0.706
3 C -0.01903 0.39456 -0.47492  -0.112
4 Li -1.16916 1.57445 0.40367  0.981
5 Rh 0.49210 -1.64085 0.93017  1.425
6 H 1.06391 0.41306 -0.73759  0.275

Total charge: +2
Frontier orbital gap (alpha / beta): 9.218 / 8.213 eV
2S+1: 5
E: -6303.9814 eV

No. 5
2 unconnected molecules or ions with the total composition CH2N2O in a non-equilibrium geometry. Source: the OMol25 dataset; level of theory: wB97M-V/def2-TZVPD.

Each line ends with the natural charge from an NBO analysis.
CARTESIAN COORDINATES (ANGSTROEM)
1 C -0.20200 1.08674 -1.01660  0.127
2 N -0.80907 1.31814 -0.08835  -0.342
3 N 0.76469 -2.00360 0.71869  -0.038
4 O 0.02568 -1.21059 1.32718  -0.465
5 H 0.50219 1.08760 -1.78697  0.240
6 H -0.28149 -0.27829 0.84606  0.477

Total charge: 0
Frontier orbital gap (alpha / beta): 9.001 / 8.993 eV
E: -6091.7715 eV

No. 6
2 unconnected molecules or ions with the total composition CH2N2O in a non-equilibrium geometry. Source: the OMol25 dataset; level of theory: wB97M-V/def2-TZVPD.

Each line ends with the natural charge from an NBO analysis.
CARTESIAN COORDINATES (ANGSTROEM)
1 C -0.30782 -0.36929 0.10911  -0.222
2 N -1.31259 -0.78729 0.64559  -0.168
3 N -2.57533 1.18144 0.45206  0.208
4 O -1.75623 1.97108 0.23462  -0.246
5 H 0.62536 -1.07172 0.18332  0.215
6 H -0.22764 0.59451 -0.33996  0.214

Total charge: 0
Frontier orbital gap (alpha / beta): 8.653 / 11.363 eV
2S+1: 3
E: -6092.1710 eV

No. 7
2 unconnected molecules or ions with the total composition CH2N2O2 in a non-equilibrium geometry. Source: the OMol25 dataset; level of theory: wB97M-V/def2-TZVPD.

Each line ends with the natural charge from an NBO analysis.
CARTESIAN COORDINATES (ANGSTROEM)
1 C 1.25828 0.10400 -0.04912  -0.205
2 N 0.00028 0.28642 0.07374  -0.069
3 N -1.15476 0.38102 -0.06408  0.464
4 O -2.13780 1.01329 -0.01701  -0.289
5 O -1.46305 -1.70024 0.30206  -0.355
6 H 1.79904 0.18702 -1.11397  0.231
7 H 1.69800 -0.27151 0.86838  0.223

Total charge: 0
Frontier orbital gap (alpha / beta): 7.383 / 8.193 eV
E: -8134.5156 eV

No. 8
2 unconnected molecules or ions with the total composition CH2N2O2 in a non-equilibrium geometry. Source: the OMol25 dataset; level of theory: wB97M-V/def2-TZVPD.

Each line ends with the natural charge from an NBO analysis.
CARTESIAN COORDINATES (ANGSTROEM)
1 C 1.27009 -0.91250 0.10115  0.328
2 N -1.02339 0.34534 0.18387  0.431
3 N -0.18827 1.16912 0.08333  -0.465
4 O 0.15795 -1.23239 0.02757  -0.444
5 O -2.16781 0.08947 0.01699  -0.355
6 H 2.17712 -1.51623 -0.15987  0.147
7 H -0.22570 2.05719 -0.25304  0.358

Total charge: 0
Frontier orbital gap (alpha / beta): 8.281 / 8.381 eV
E: -8137.6296 eV

No. 9
A molecular structure, CH2N2O2 in a non-equilibrium geometry. Source: the OMol25 dataset; level of theory: wB97M-V/def2-TZVPD.

Each line ends with the natural charge from an NBO analysis.
CARTESIAN COORDINATES (ANGSTROEM)
1 C -0.22645 -0.01324 0.17400  -0.230
2 N 0.03810 1.57949 1.29269  0.301
3 N -1.36378 -0.23295 0.92622  -0.009
4 O -0.06574 1.26837 2.40626  -0.108
5 O -1.36520 -0.55584 2.08705  -0.332
6 H 0.57675 -0.60732 0.38533  0.173
7 H -0.25918 0.34023 -0.83573  0.206

Total charge: 0
Frontier orbital gap (alpha / beta): 6.901 / 6.902 eV
E: -8138.2201 eV

No. 10
A single CH2N2O2 molecule in a non-equilibrium geometry. Source: the OMol25 dataset; level of theory: wB97M-V/def2-TZVPD.

Each line ends with the natural charge from an NBO analysis.
CARTESIAN COORDINATES (ANGSTROEM)
1 C -0.20496 -0.40114 -0.80268  0.361
2 N -2.11067 -2.04209 -0.82488  0.372
3 N 0.52628 -0.78810 0.15131  -0.606
4 O -1.43776 -1.00583 -1.23414  -0.371
5 O -1.82459 -2.62558 0.18434  -0.290
6 H -0.12658 0.39857 -1.42988  0.164
7 H 1.39745 -0.15806 0.30051  0.369

SMILES: [H]/N=C/ON=O
Total charge: 0
Frontier orbital gap: 10.032 eV
E: -8140.4291 eV

No. 11
A single CH2N2O2S molecule in a non-equilibrium geometry. Source: the OMol25 dataset; level of theory: wB97M-V/def2-TZVPD.

Each line ends with the natural charge from an NBO analysis.
CARTESIAN COORDINATES (ANGSTROEM)
1 C -0.16093 -0.03990 0.33206  -0.061
2 N 1.99334 0.13312 -0.38063  -0.316
3 N 0.87611 -0.43164 -0.52741  -0.166
4 O -2.65141 0.98755 0.37711  -0.878
5 O -1.18458 -1.07642 0.49795  -0.622
6 S -1.80747 0.11854 -0.42568  1.497
7 H 0.34135 0.48695 1.15933  0.222
8 H 2.59359 -0.17820 -1.03273  0.322

Total charge: 0
Frontier orbital gap: 9.524 eV
E: -18976.0187 eV

No. 12
2 unconnected molecules or ions with the total composition CH2N2O2S. Source: the OMol25 dataset; level of theory: wB97M-V/def2-TZVPD.

Each line ends with the natural charge from an NBO analysis.
CARTESIAN COORDINATES (ANGSTROEM)
1 C 1.38989 -0.39549 -2.00030  0.073
2 N 1.89386 -0.82837 -2.92771  -0.320
3 N -0.20838 1.06780 1.11272  -0.255
4 O -1.71559 -0.95101 -0.12032  -0.788
5 O -0.85966 0.27530 1.96705  -0.491
6 S -1.81243 -0.91402 1.34133  1.230
7 H 0.96930 0.07118 -1.13321  0.241
8 H 0.34301 1.67461 1.76043  0.311

Total charge: 0
Frontier orbital gap (alpha / beta): 8.694 / 8.945 eV
E: -18975.0829 eV

No. 13
A single CH2N2O3 molecule in a non-equilibrium geometry. Source: the OMol25 dataset; level of theory: wB97M-V/def2-TZVPD.

Each line ends with the natural charge from an NBO analysis.
CARTESIAN COORDINATES (ANGSTROEM)
1 C 1.13384 -0.06147 -0.02868  0.942
2 N -0.83517 1.10804 0.08987  -0.188
3 N -0.93319 -1.19281 0.03478  -0.173
4 O 2.31308 -0.13468 -0.02317  -0.539
5 O 0.53250 1.10098 -0.08242  -0.355
6 O 0.37801 -1.17881 -0.17172  -0.341
7 H -1.20662 1.39706 -0.82176  0.317
8 H -1.38245 -1.03831 1.00311  0.338

Total charge: 0
Frontier orbital gap (alpha / beta): 9.597 / 9.230 eV
E: -10185.5224 eV

No. 14
A single CH2N2O3 molecule in a non-equilibrium geometry. Source: the OMol25 dataset; level of theory: wB97M-V/def2-TZVPD.

Each line ends with the natural charge from an NBO analysis.
CARTESIAN COORDINATES (ANGSTROEM)
1 C 1.47062 -0.67094 0.31439  0.749
2 N 0.84814 0.36800 0.75374  -0.360
3 N -0.54929 -1.35788 0.77594  0.031
4 O 2.40112 -1.10278 -0.21511  -0.459
5 O -0.48929 0.07486 0.84656  -0.290
6 O -1.37246 -1.63691 -0.29321  -0.534
7 H 1.04343 1.37542 0.53049  0.404
8 H -1.49342 -0.71919 -0.59454  0.459

Total charge: 0
Frontier orbital gap (alpha / beta): 8.620 / 7.923 eV
E: -10184.6722 eV

No. 15
A gas-phase ion, CH2N2O3S (charge -2) in a non-equilibrium geometry. Source: the OMol25 dataset; level of theory: wB97M-V/def2-TZVPD.

Each line ends with the natural charge from an NBO analysis.
CARTESIAN COORDINATES (ANGSTROEM)
1 C 1.74133 -0.01049 -0.30822  0.869
2 N 0.72354 0.57431 0.65808  -1.075
3 N -1.35857 0.45144 -0.93214  -1.237
4 O 1.29214 -0.88152 -1.10883  -0.826
5 O 2.89362 0.48736 -0.15429  -0.831
6 O -1.49505 0.41249 1.69858  -1.078
7 S -0.70516 0.06819 0.48077  2.000
8 H -2.44158 0.27121 -0.97381  0.306
9 H -0.65027 -1.37299 0.63986  -0.128

SMILES: N=[S@H]([O-])=NC(=O)[O-]
Total charge: -2
Frontier orbital gap: 6.575 eV
E: -21024.3863 eV

No. 16
2 unconnected molecules or ions with the total composition CH2N2O3S in a non-equilibrium geometry. Source: the OMol25 dataset; level of theory: wB97M-V/def2-TZVPD.

Each line ends with the natural charge from an NBO analysis.
CARTESIAN COORDINATES (ANGSTROEM)
1 C -0.06794 0.39029 -0.09037  0.686
2 N -0.66995 1.20713 0.54519  -0.705
3 N 0.45557 -0.54369 -0.63316  -0.790
4 O -1.37757 -2.48565 0.42522  -0.823
5 O -0.31655 -2.85757 -1.79140  -0.816
6 O -2.53585 -1.62692 -1.57241  -0.823
7 S -1.39754 -2.33016 -1.01247  2.431
8 H -1.59004 1.50072 0.28605  0.414
9 H 1.32148 -0.57419 -1.12006  0.426

SMILES: O=S(=O)=O.N=C=N
Total charge: 0
Frontier orbital gap: 10.442 eV
E: -21025.3080 eV

No. 17
2 unconnected molecules or ions with the total composition CH2N2O3S in a non-equilibrium geometry. Source: the OMol25 dataset; level of theory: wB97M-V/def2-TZVPD.

Each line ends with the natural charge from an NBO analysis.
CARTESIAN COORDINATES (ANGSTROEM)
1 C 0.21358 -0.50678 0.32267  0.463
2 N -0.40012 0.56173 0.98084  -0.693
3 N -2.48028 -0.43681 -0.06882  0.548
4 O -2.98502 -1.42520 0.26014  -0.243
5 O 0.54188 -0.57910 -0.87438  -0.558
6 O -2.74381 0.53003 -0.69250  -0.294
7 S -0.62116 1.96490 0.21988  0.536
8 H 0.30448 -1.15334 1.16617  0.148
9 H -0.54495 1.57075 -0.98987  0.093

Total charge: 0
Frontier orbital gap (alpha / beta): 8.050 / 8.011 eV
E: -21021.4009 eV

No. 18
2 unconnected molecules or ions with the total composition CH2N2O4 in a non-equilibrium geometry. Source: the OMol25 dataset; level of theory: wB97M-V/def2-TZVPD.

Each line ends with the natural charge from an NBO analysis.
CARTESIAN COORDINATES (ANGSTROEM)
1 C 2.07445 -0.84586 -0.10283  0.754
2 N -0.14136 -0.22204 0.51504  -0.276
3 N 2.49818 0.44752 -0.10533  0.353
4 O 2.29364 -1.97876 -0.24078  -0.393
5 O 3.17690 0.70946 0.88706  -0.357
6 O 2.03513 1.22095 -0.93662  -0.410
7 O -0.46829 0.60152 -0.49905  -0.483
8 H -0.57592 -1.11860 0.29036  0.316
9 H 0.00267 1.45506 -0.37982  0.496

Total charge: 0
Frontier orbital gap (alpha / beta): 8.016 / 8.131 eV
E: -12231.3228 eV

No. 19
A molecular structure, CH2N2O5 in a non-equilibrium geometry. Source: the OMol25 dataset; level of theory: wB97M-V/def2-TZVPD.

Each line ends with the natural charge from an NBO analysis.
CARTESIAN COORDINATES (ANGSTROEM)
1 C 0.32674 -0.00061 0.56520  0.464
2 N 0.87255 1.14810 -1.68196  0.268
3 N -1.15784 -0.22372 0.68837  0.488
4 O -1.91839 0.70343 0.59090  -0.267
5 O 0.81812 1.47006 -2.82759  -0.350
6 O -1.43123 -1.39376 0.82432  -0.362
7 O 0.91090 -0.96169 1.15657  -0.611
8 O 0.67161 0.00372 -1.26129  -0.390
9 H 0.74693 1.04481 0.83908  0.241
10 H 0.16063 -1.79035 1.10641  0.518

Total charge: 0
Frontier orbital gap: 7.090 eV
E: -14279.0380 eV

No. 20
2 unconnected molecules or ions with the total composition CH2N2OS in a non-equilibrium geometry. Source: the OMol25 dataset; level of theory: wB97M-V/def2-TZVPD.

Each line ends with the natural charge from an NBO analysis.
CARTESIAN COORDINATES (ANGSTROEM)
1 C -1.52777 0.89010 -0.10511  -0.012
2 N -2.35649 1.65177 -0.18599  -0.243
3 N 2.10374 0.39764 -0.61290  -0.350
4 O -0.80353 -1.67670 0.02927  -0.913
5 S -0.16828 -0.36171 -0.03075  1.176
6 H 2.45736 -0.57226 -0.43936  0.242
7 H 0.29497 -0.32885 1.34485  0.100

Total charge: 0
Frontier orbital gap (alpha / beta): 8.553 / 8.627 eV
E: -16924.9060 eV